The following is a DFT calculation (the ωB97M-V functional and the def2-TZVPD basis) of a 6-piece molecular cluster, C29H42B3F9O13 overall.

XYZ file:
```
96
Properties=species:S:1:pos:R:3:forces:R:3:lowdin_charge:R:1
C -2.6931 5.1422 1.7826 0.521 -0.382 0.398 -0.105
C -1.4674 4.2848 2.0676 -0.429 -0.345 -0.359 -0.245
C -0.8543 3.7224 0.7766 0.156 0.727 0.462 -0.178
C 0.5527 4.2267 0.4473 -0.373 -0.620 -0.205 -0.214
C 0.9655 3.6858 -0.9337 0.222 0.332 0.414 -0.048
B 1.6320 3.8826 1.5195 0.124 1.290 -0.259 -0.484
O 2.9758 3.9581 1.1541 -0.571 -0.712 0.125 0.281
B 3.7993 3.0736 1.7696 1.565 0.452 -0.077 -0.325
O 3.4684 2.4332 2.9539 -0.162 -0.675 -0.392 0.300
B 2.1541 2.4766 3.2762 -0.318 0.504 0.649 -0.473
C 1.4669 1.3641 4.2322 0.933 0.452 -0.234 -0.316
F 2.2514 1.2590 5.3376 0.423 -0.065 0.565 0.133
F 0.2598 1.7579 4.6484 -0.710 0.100 0.224 0.154
C 1.4097 -0.0593 3.6645 0.249 0.170 0.253 -0.386
F 2.6293 -0.3566 3.1831 0.399 -0.093 -0.147 0.174
F 1.1342 -0.9233 4.6471 -0.415 -0.212 0.314 0.182
C 0.4189 -0.2344 2.5297 -0.597 -0.570 -0.352 -0.345
F 0.8832 0.4128 1.4485 0.402 0.317 -0.216 0.174
F -0.7598 0.3099 2.8377 -0.377 0.124 0.131 0.176
C 0.1531 -1.7347 2.1395 -0.115 0.221 -0.768 -0.520
F 0.1149 -1.8194 0.8003 -0.079 -0.075 0.181 0.169
F -1.0381 -2.1126 2.6008 0.370 -0.079 0.243 0.175
F 1.0990 -2.5541 2.5693 -0.075 -0.077 0.138 0.200
O 1.3827 3.5091 2.8406 -0.737 -0.789 -0.582 0.322
H -3.4229 4.5698 1.2314 -0.314 -0.091 -0.294 0.070
H -2.3898 6.0065 1.2138 -0.147 0.446 -0.249 0.072
H -3.1371 5.4415 2.7203 -0.259 0.350 0.199 0.068
H -1.7736 3.4520 2.6870 -0.002 -0.193 0.381 0.102
H -0.7578 4.8597 2.6427 0.343 0.157 0.157 0.101
H -1.5043 4.0232 -0.0334 -0.198 -0.056 -0.467 0.109
H -0.8570 2.6444 0.7899 0.046 -0.525 0.022 0.103
H 0.4790 5.3024 0.3239 0.193 0.499 0.285 0.150
H 2.0204 3.8051 -1.1245 0.302 0.024 -0.105 0.060
H 0.7251 2.6397 -1.0261 -0.082 -0.464 -0.022 0.074
H 0.4445 4.2164 -1.7142 -0.308 0.122 -0.326 0.089
H 4.8734 2.8760 1.3055 0.043 -0.043 0.068 0.124
O -6.0816 -5.0201 -0.1734 -0.204 0.029 -0.072 0.116
C -5.1008 -4.4623 0.2184 0.235 -0.182 -0.052 -0.483
C -3.9624 -5.0431 1.0325 0.085 0.556 0.221 -0.064
C -3.2435 -3.7922 1.5331 -0.091 -0.256 0.178 -0.160
C -3.5447 -2.7875 0.4376 0.056 0.025 0.000 -0.158
O -4.8424 -3.1584 -0.0684 0.058 0.014 0.037 0.022
H -3.3324 -5.6340 0.3695 -0.066 -0.076 0.031 0.103
H -4.3384 -5.6608 1.8425 -0.069 -0.180 -0.142 0.130
H -2.1823 -3.9294 1.7029 0.038 -0.083 -0.081 0.099
H -3.6954 -3.4626 2.4700 0.031 0.050 0.019 0.121
H -2.8210 -2.8456 -0.3777 -0.016 -0.022 -0.060 0.126
H -3.5848 -1.7624 0.7986 -0.137 0.031 -0.079 0.123
O 3.7123 3.1356 -2.8363 -0.046 0.200 -0.006 0.118
C 3.3114 2.0614 -3.1747 0.225 -0.168 0.155 -0.487
C 4.1302 0.9025 -3.7159 -0.391 -0.137 -0.325 -0.072
C 3.0619 -0.0011 -4.3292 0.170 0.040 0.025 -0.151
C 1.8492 0.3152 -3.4693 0.056 0.054 0.026 -0.145
O 2.0102 1.7026 -3.0795 0.112 -0.231 -0.177 0.011
H 4.6468 0.4241 -2.8823 0.061 0.061 0.011 0.129
H 4.8527 1.2556 -4.4453 0.156 0.085 0.161 0.123
H 3.3154 -1.0580 -4.3343 -0.048 -0.022 0.058 0.117
H 2.8719 0.3032 -5.3589 -0.050 -0.026 -0.009 0.120
H 1.8092 -0.2939 -2.5633 0.021 0.022 0.007 0.130
H 0.9234 0.2020 -4.0116 -0.159 0.151 0.043 0.094
O 2.4940 7.8855 6.9611 -0.055 0.224 0.032 0.129
C 3.0045 7.1344 6.1895 -0.067 -0.284 0.156 -0.487
C 3.7750 5.8635 6.5057 0.318 0.075 -0.421 -0.068
C 4.5006 5.5789 5.1908 -0.046 -0.069 0.137 -0.142
C 3.5486 6.1927 4.1711 0.135 -0.093 -0.034 -0.142
O 2.9354 7.3042 4.8453 0.069 -0.019 -0.086 0.032
H 3.0600 5.0797 6.7596 -0.015 0.018 0.080 0.130
H 4.4556 6.0264 7.3353 -0.158 -0.012 0.165 0.124
H 4.7017 4.5243 5.0098 -0.063 -0.009 -0.031 0.113
H 5.4529 6.1098 5.1738 0.007 0.009 -0.025 0.120
H 2.7627 5.4974 3.8684 -0.027 0.000 0.027 0.117
H 4.0619 6.5536 3.2831 -0.104 0.138 -0.019 0.132
O -0.8609 -7.2836 -0.0274 0.105 0.252 0.099 0.128
C -1.6277 -7.8379 -0.7530 -0.028 -0.285 0.103 -0.488
C -1.4726 -9.1953 -1.4119 -0.274 0.154 -0.441 -0.071
C -2.5548 -9.1651 -2.4921 0.105 -0.049 0.093 -0.152
C -3.5927 -8.2363 -1.8730 -0.040 -0.087 -0.133 -0.143
O -2.8339 -7.3056 -1.0756 0.010 -0.115 -0.192 -0.003
H -1.6601 -9.9664 -0.6638 0.076 0.001 0.044 0.132
H -0.4729 -9.3094 -1.8187 0.104 -0.047 0.195 0.125
H -2.9564 -10.1424 -2.7497 -0.050 -0.003 0.052 0.115
H -2.1524 -8.7170 -3.4012 -0.019 0.013 -0.013 0.117
H -4.2878 -8.7638 -1.2180 0.012 -0.001 0.027 0.130
H -4.1611 -7.6833 -2.6159 -0.002 0.142 0.105 0.127
O 0.1819 -1.7688 -4.9145 -0.116 -0.096 -0.155 0.112
C -0.7192 -1.5277 -5.6676 0.023 -0.053 0.262 -0.478
C -2.1015 -2.1517 -5.7115 0.076 -0.109 -0.535 -0.070
C -2.6082 -1.7419 -7.0932 0.014 -0.081 0.079 -0.152
C -1.8696 -0.4295 -7.3184 -0.122 -0.007 -0.079 -0.148
O -0.6143 -0.5815 -6.6262 -0.063 0.043 -0.112 0.027
H -2.7046 -1.7207 -4.9174 -0.032 0.001 0.201 0.131
H -2.0384 -3.2300 -5.5872 0.021 0.063 0.225 0.126
H -3.6891 -1.6433 -7.1600 -0.001 0.072 0.026 0.116
H -2.2909 -2.4768 -7.8343 -0.002 0.021 -0.017 0.118
H -2.3973 0.4242 -6.8897 0.003 -0.003 0.036 0.128
H -1.6712 -0.2285 -8.3676 0.156 0.045 0.026 0.124
```
Forces are in eV/Å.

Values from the calculation:
SMILES	CCC[C@H](C)B1OBOB(C(F)(F)C(F)(F)C(F)(F)C(F)(F)F)O1.O=C1CCCO1.O=C1CCCO1.O=C1CCCO1.O=C1CCCO1.O=C1CCCO1
Kohn-Sham gap	0.3770	Ha
maximum force	1.63	eV/A
molar mass	802.06	g mol⁻¹
calculated total energy	-3082.0623	a.u.